Entry from the OMol25 dataset: a molecular structure, C29H12F14IN3O5STa in a non-equilibrium geometry (ωB97M-V/def2-TZVPD).

Structure (XYZ):
```
66
Properties=species:S:1:pos:R:3:forces:R:3
Ta -3.345169 -14.260708 14.940639 -1.349 1.150 0.663
O -5.027311 -19.025037 20.279456 -0.261 -0.171 -0.184
N -3.887435 -19.074367 19.879923 0.406 0.422 0.658
O -2.927594 -19.472820 20.494128 0.220 -0.501 0.130
C -3.587342 -18.456037 18.602031 -1.313 -0.177 -2.238
C -3.241010 -19.186562 17.516844 1.398 1.388 0.326
C -2.953751 -18.424254 16.247012 -1.408 -3.017 0.389
C -2.379265 -19.076446 15.143536 1.060 -2.357 0.722
C -2.076425 -18.473858 13.978903 -1.244 2.129 0.735
C -2.555453 -17.145498 13.966065 -0.056 -0.762 -1.791
N -3.328277 -16.537258 14.829329 1.185 -0.356 1.197
C -3.474870 -17.188178 16.015956 0.934 1.367 1.338
C -3.728527 -16.401248 17.200868 -0.655 -2.321 1.143
N -3.764850 -15.109296 17.100359 0.357 3.082 -1.613
C -4.176538 -14.307729 18.115812 1.519 0.790 -4.783
C -4.392121 -14.920040 19.262646 -2.648 1.011 2.925
C -4.352027 -16.250982 19.530582 0.503 -1.859 0.165
C -3.921820 -17.073357 18.453274 0.033 1.362 1.073
H -2.984049 -20.230257 17.718954 -0.010 0.233 -0.800
H -2.040226 -20.097667 15.281452 -0.167 -0.108 0.132
H -1.571541 -18.871799 13.121895 0.217 -0.258 -0.005
H -2.323747 -16.590685 13.106994 0.206 0.891 -1.231
H -4.334911 -13.233255 17.751457 0.280 -1.588 1.431
H -4.968210 -14.311618 19.902038 -0.013 0.669 1.552
H -4.684913 -16.629478 20.560861 0.700 0.430 -1.860
F -6.359495 -12.978730 8.925841 0.616 -0.490 1.494
C -5.757327 -12.880542 10.134158 -2.215 2.926 -0.241
C -6.072172 -11.755772 10.955671 -1.084 -0.140 -0.917
F -7.211578 -11.038692 10.731461 1.636 -0.588 -0.366
C -5.342792 -11.450650 12.083924 -0.449 0.100 -0.644
F -5.713027 -10.295452 12.669568 0.792 -0.772 0.384
C -4.368739 -12.348478 12.569730 -1.661 0.235 -0.863
S -3.534208 -11.946211 14.017402 0.736 -1.200 1.029
C -4.367128 -13.568135 11.908688 1.049 0.912 1.016
F -3.603441 -14.585356 12.462141 -0.140 0.054 0.659
C -4.989760 -13.819950 10.723103 0.035 -1.548 -0.579
F -4.956195 -15.036073 10.210400 0.505 -0.586 -0.377
F 0.511684 -15.509494 12.502775 -1.434 0.333 0.183
C 0.017885 -14.340126 12.966343 0.804 0.723 -3.189
F -1.089111 -14.004336 12.157321 1.480 -0.830 2.322
F 0.987703 -13.470702 12.598365 -0.918 0.050 0.692
C -0.167193 -14.312313 14.553454 -2.335 -0.624 -2.182
O -1.455209 -14.533730 14.991454 0.082 -0.462 -1.592
C 0.221670 -12.954299 15.027427 2.769 1.980 2.156
F -0.052374 -12.948814 16.347566 -0.728 0.594 -0.269
F -0.394202 -11.980353 14.372447 -0.352 -0.417 0.343
F 1.555746 -12.661571 15.003746 -1.001 -0.500 -0.566
C 0.685976 -15.418231 15.035405 1.050 -2.438 1.889
F 1.879251 -15.148617 14.564511 1.443 -0.063 1.066
F 0.406945 -16.660257 14.575734 -0.861 0.473 0.174
F 0.588726 -15.584077 16.405087 0.709 0.867 -1.608
I -10.003296 -9.700976 16.876183 -0.275 0.847 -0.428
C -8.880925 -11.302710 16.284059 0.472 -1.227 -0.893
C -9.040304 -12.390716 17.115622 1.383 -1.316 0.783
C -8.114300 -13.450389 17.119853 -0.098 0.932 -2.604
C -7.192180 -13.480102 16.063155 0.028 -0.022 0.188
C -7.120097 -12.458074 15.098620 -0.873 -0.554 2.432
C -7.961716 -11.393606 15.207034 -0.629 2.977 0.386
C -6.383539 -14.712689 15.882832 -1.352 -1.467 -0.384
O -6.792984 -15.812941 16.252374 1.981 2.021 -0.643
O -5.255860 -14.522743 15.093418 -0.323 -0.003 0.332
H -9.807141 -12.400462 17.846176 -0.540 0.150 0.674
H -8.099016 -14.316966 17.727153 -0.535 -0.451 0.896
H -6.256726 -12.397830 14.542462 1.371 -0.064 -1.837
H -7.803026 -10.459855 14.597833 -0.211 -1.269 0.449
H -2.763080 -12.897455 15.908658 -0.821 -0.590 0.561
```
Positions in Å, forces in eV/Å.

## Properties
HOMO level = -0.40880 Eh
net charge = +1
Kohn-Sham gap = 6.630 eV

=====

Entry from the OMol25 dataset: a molecular structure, C29H12F5MnN6O5S in a non-equilibrium geometry (ωB97M-V/def2-TZVPD).

Structure (XYZ):
```
59
Properties=species:S:1:pos:R:3:forces:R:3
Mn -0.408358 0.686519 -1.957152 -0.269 -0.483 -1.436
C 1.403827 4.698576 -1.491725 -0.201 -0.195 -1.343
C 0.910148 3.520178 -2.059744 0.213 0.457 -0.741
N 0.604596 2.491061 -1.312895 -0.160 -0.296 -0.191
C 0.738085 2.591090 -0.007673 -0.258 -0.892 1.663
C 1.224779 3.758933 0.533620 0.106 0.232 0.564
N 1.565261 4.819571 -0.211462 0.064 -0.243 1.597
C 0.321454 1.338840 0.817689 1.316 2.513 0.572
C 0.617754 1.146092 2.152214 0.479 0.727 0.144
C 0.303668 -0.060881 2.771364 0.911 1.343 1.039
C -0.291924 -1.009842 2.033911 -1.289 -1.445 -1.985
C -0.569225 -0.738497 0.678006 -0.819 -1.436 0.242
N -0.284286 0.422880 0.138905 -0.414 -1.094 -0.785
C -1.203536 -1.733689 -0.285651 0.198 0.236 0.281
C -1.651494 -2.999309 0.075055 0.138 0.186 0.141
N -2.174343 -3.844111 -0.808960 0.013 -0.004 0.141
C -2.241477 -3.431118 -2.064279 0.085 0.167 -0.171
C -1.786631 -2.171091 -2.454146 -0.067 -0.160 0.042
N -1.285570 -1.337136 -1.563339 -0.101 -0.191 0.727
C 0.669829 -0.318804 4.184725 0.003 0.158 0.051
C 0.776936 0.710760 5.109495 -0.080 0.137 0.045
C 1.128603 0.415689 6.416537 -0.042 0.143 -0.008
N 1.377367 -0.811634 6.856684 0.030 -0.055 0.054
C 1.277196 -1.793514 5.967183 -0.006 -0.089 -0.038
C 0.929636 -1.602489 4.639692 0.115 -0.205 -0.043
H 1.671034 5.548112 -2.106669 -0.039 -0.024 -0.129
H 0.771726 3.394498 -3.128652 0.004 0.062 0.011
H 1.341448 3.852477 1.607362 0.030 0.117 -0.041
H 1.159930 1.910569 2.692228 -0.012 -0.044 0.034
H -0.564053 -1.958445 2.474246 -0.003 -0.042 -0.125
H -1.583946 -3.345443 1.101096 -0.027 -0.013 -0.056
H -2.655099 -4.118237 -2.791238 -0.010 0.010 -0.015
H -1.804887 -1.832239 -3.483219 -0.012 -0.019 0.015
H 0.560703 1.734104 4.832309 0.014 0.000 0.011
H 1.207371 1.210834 7.148663 0.001 0.028 0.008
H 1.492195 -2.791290 6.329904 0.006 -0.035 0.005
H 0.907200 -2.451077 3.967637 0.024 0.010 0.031
O -4.561671 3.643629 -5.431855 0.620 -0.461 0.544
C -3.765403 3.045435 -4.728311 -0.450 0.331 -0.354
C -2.435016 2.443915 -5.182680 -0.371 0.322 -0.490
O -1.979595 2.490996 -6.319972 -0.165 -0.050 0.588
C -1.871875 1.840591 -3.990335 -1.029 0.286 0.987
C -2.720433 2.029344 -2.839241 0.361 -0.011 -0.451
O -2.386261 1.587700 -1.675539 -0.020 0.177 -0.608
C -3.925383 2.771709 -3.231099 -0.485 0.175 0.286
O -4.877012 3.117470 -2.533956 0.731 -0.256 -0.532
O -0.773192 1.209102 -3.876365 0.582 -0.052 -0.522
F 2.552651 -3.945005 1.740890 -0.056 0.119 -0.222
C 2.330796 -3.248338 0.604754 -0.012 -0.233 0.050
C 2.584035 -1.889485 0.559511 0.140 -0.173 0.325
F 3.039303 -1.260066 1.666975 -0.128 -0.113 -0.273
C 2.344340 -1.197020 -0.605721 -0.240 -1.130 -0.112
F 2.521587 0.098840 -0.610554 0.512 1.620 0.361
C 1.841515 -1.780436 -1.769580 -0.217 -0.218 0.015
S 1.403865 -0.777031 -3.116072 0.148 -0.211 -0.134
C 1.621712 -3.163604 -1.691181 0.125 0.270 0.138
F 1.133264 -3.829108 -2.740114 -0.078 -0.075 -0.146
C 1.854874 -3.886609 -0.535023 0.090 0.105 0.229
F 1.612002 -5.203960 -0.496229 0.003 0.015 0.010
```
Positions in Å, forces in eV/Å.

## Properties
HOMO level (spin up / spin down) = -0.15166 / -0.15460 Eh
net charge = -1
spin multiplicity = 6
Kohn-Sham gap (spin up / spin down) = 4.886 / 4.883 eV

=====

Entry from the OMol25 dataset: a molecular structure, C29H16BrF5N4RuS in a non-equilibrium geometry (ωB97M-V/def2-TZVPD).

Structure (XYZ):
```
57
Properties=species:S:1:pos:R:3:forces:R:3
Ru -1.239473 1.226542 -1.317625 -1.818 2.454 -0.688
F 0.917947 6.817509 2.919639 0.147 0.122 0.236
C 0.185830 6.007777 2.156950 0.296 0.429 0.318
C 0.806575 4.885811 1.597152 1.301 0.093 0.630
F 2.144272 4.660982 1.836003 -1.541 0.451 -0.237
C 0.118276 4.050127 0.774835 -0.061 -0.920 -1.716
F 0.840146 3.176607 0.011564 -0.756 0.376 1.186
C -1.257816 4.219647 0.496479 0.441 0.955 0.391
S -2.264975 3.282417 -0.572200 0.560 0.567 -0.772
C -1.806759 5.412136 0.995309 1.138 0.600 1.300
F -3.020118 5.738757 0.603820 -0.802 0.323 0.103
C -1.120659 6.334832 1.876085 -1.339 -1.376 -1.657
F -1.757815 7.461583 2.306164 0.891 -1.155 -0.292
C -4.491887 0.278344 4.056001 0.427 -0.168 -0.559
C -3.826671 0.342968 2.676615 1.019 -0.327 0.306
C -4.507160 0.411285 1.451294 -1.718 -0.314 0.728
C -3.844311 0.749529 0.303494 0.682 0.120 -0.778
C -2.427803 0.834519 0.305042 -1.618 -1.027 0.828
Br -2.973484 1.094280 -3.169018 0.079 -0.052 0.102
N -1.807300 0.640177 1.420977 1.814 -0.145 1.314
C -2.421127 0.438279 2.587539 -2.877 0.389 -1.788
H -4.986664 -0.673704 4.324628 0.171 0.399 -0.381
H -5.198958 1.102816 4.157256 -0.132 -0.130 0.021
H -3.696438 0.452684 4.780972 -0.107 -0.066 0.189
H -5.625890 0.192041 1.444778 1.492 0.661 -0.093
H -4.336040 1.035044 -0.609346 -0.438 -0.401 -0.180
H -1.842668 0.411586 3.446978 1.205 -0.133 1.529
C -0.473428 -0.473404 -0.995013 3.034 -4.618 0.183
C 0.322945 -1.466542 -0.983250 -3.499 4.298 0.124
C 1.216686 -2.469729 -0.871766 0.399 -1.322 -1.761
C 1.929862 -2.628086 0.345389 0.731 -0.395 0.610
C 2.549916 -3.846924 0.642187 -0.026 -0.608 0.089
C 3.268012 -4.054786 1.810281 0.800 -1.323 -0.790
C 3.451954 -2.986601 2.660280 -1.023 0.384 1.116
C 2.773705 -1.771933 2.440391 -0.100 0.077 -0.820
C 1.994277 -1.589432 1.282143 0.770 -0.772 1.189
C 1.413866 -3.290427 -2.108743 1.397 -0.192 1.057
C 0.397927 -3.470887 -3.011548 -0.573 -0.043 -0.730
C 0.567065 -4.202946 -4.172049 -1.604 0.022 -0.041
C 1.710560 -4.925404 -4.426376 0.555 0.044 -1.678
C 2.790276 -4.720658 -3.595181 0.197 0.825 1.862
C 2.651779 -3.869074 -2.450322 0.577 -0.676 -0.855
H 2.347901 -4.676252 -0.021929 0.242 -0.038 -0.064
H 3.760861 -5.074912 1.990755 -0.927 1.672 -0.106
H 3.832662 -3.191885 3.654152 0.589 0.294 -0.128
H 2.885968 -0.952889 3.155212 -0.194 -0.331 -0.147
H 1.354645 -0.745605 1.124105 0.100 0.648 0.027
H -0.552692 -2.999309 -2.861169 -0.332 0.249 0.199
H -0.318005 -4.198227 -4.823902 0.637 -0.328 -0.005
H 1.845017 -5.455107 -5.403881 -0.256 0.257 1.156
H 3.743183 -5.217634 -3.772518 -0.152 0.270 -0.044
H 3.554881 -3.603765 -1.884647 -0.496 -0.352 -0.083
N 4.169886 2.161997 -4.542450 -4.267 0.616 1.618
C 3.032264 2.387444 -4.213783 6.333 -0.821 -2.448
N 1.819254 2.827265 -4.107799 -2.372 -0.612 1.371
C 1.063263 2.196139 -3.263796 -0.584 0.132 0.869
N 0.336481 1.725000 -2.456158 1.587 0.917 -1.813
```
Positions in Å, forces in eV/Å.

## Properties
HOMO level (spin up / spin down) = -0.16462 / -0.20564 Eh
net charge = -1
spin multiplicity = 6
Kohn-Sham gap (spin up / spin down) = 6.638 / 5.083 eV

=====

What did we get for ΔE to the lowest compared entry with this formula, charge and spin? Answer: 77.5 18.1 13.9 kcal per mole, in the order shown.